# C6H22N2O3

A cluster of 4 separate species, C6H22N2O3 in total in a non-equilibrium geometry (wB97M-V/def2-TZVPD, OMol25).

Element x y z (Å)
C: -2.6287 0.1425 -0.1186
N: -1.6929 -0.3791 0.8933
C: -1.2147 -1.7374 0.8556
C: -0.5390 -1.9998 2.2669
C: -2.0702 1.4221 -0.7265
C: -1.1588 1.0243 -1.9491
C: 0.3226 1.1976 -1.6066
N: 0.6502 2.5807 -1.1808
H: -2.9381 -0.6375 -0.8023
H: -3.5459 0.3652 0.4647
H: -0.8704 0.2344 0.9760
H: -0.4811 -1.7980 0.0316
H: -1.9883 -2.4972 0.6800
H: -0.3884 -1.0962 2.8673
H: -1.2901 -2.5061 2.8670
H: 0.3423 -2.5875 2.0716
H: -1.5659 2.0574 0.0144
H: -2.9606 1.9778 -0.9870
H: -1.3971 1.6320 -2.8048
H: -1.4218 -0.0113 -2.1630
H: 0.5790 0.6327 -0.6943
H: 0.9243 0.9431 -2.4905
H: -0.0284 3.2260 -0.8191
H: 1.2206 2.9699 -1.9194
H: 2.2068 1.0648 1.7931
H: 1.2411 1.8571 0.7372
O: 1.4718 1.0236 1.1778
H: 2.3985 -2.0641 1.8966
H: 1.7497 -0.7875 1.1316
O: 2.5465 -1.3216 1.3155
H: 2.5811 -1.7270 -0.3791
H: 2.6918 -0.8284 -1.5666
O: 2.6721 -1.7696 -1.3530

Computed properties:
* energy above the lowest of the compared OMol25 structures with the same formula, charge and spin: 0.0 kJ/mol
* total charge: +1
* 2S+1: 2
* expectation value of S²: 0.754
* LUMO (spin up / spin down): -2.6 / -7.5 eV
* DFT total energy: -15692.640 eV